(1)
DFT (wB97M-V/def2-TZVPD) results for a single C17H15Cl2N5OS molecule at a distorted geometry.

XYZ file:
```
41
Properties=species:S:1:pos:R:3:nbo_charge:R:1
C 4.042 2.119 -0.352 -0.7143
S 3.190 2.667 1.191 0.2615
C 1.612 1.953 0.952 0.0264
N 1.358 0.892 0.216 -0.3189
N 0.029 0.625 0.381 -0.2041
C -0.717 -0.481 -0.075 0.5120
N -0.215 -1.524 -0.841 -0.6107
C 1.002 -1.757 -1.383 0.2360
C 1.671 -2.966 -1.133 -0.2593
C 2.904 -3.228 -1.720 -0.0232
Cl 3.768 -4.681 -1.381 0.0279
C 3.380 -2.338 -2.643 -0.2714
C 2.765 -1.137 -2.916 -0.0063
Cl 3.449 0.023 -4.015 0.0156
C 1.585 -0.836 -2.242 -0.2435
C -2.016 -0.550 0.341 -0.3819
C -2.574 0.490 1.238 0.3382
N -1.892 1.539 1.577 -0.4639
C -0.536 1.579 1.200 0.3080
C 0.402 2.421 1.632 -0.1306
C 0.234 3.559 2.603 -0.6311
C -3.946 0.323 1.800 -0.4611
C -4.834 -0.316 0.742 -0.2106
N -4.220 -1.567 0.397 -0.6186
C -2.881 -1.682 0.078 0.6744
O -2.631 -2.650 -0.630 -0.6588
H 3.639 2.599 -1.227 0.2207
H 5.070 2.351 -0.271 0.2254
H 3.933 1.050 -0.508 0.2349
H -0.928 -2.259 -0.967 0.4597
H 1.253 -3.783 -0.551 0.2332
H 4.301 -2.580 -3.116 0.2325
H 1.104 0.102 -2.475 0.2345
H -0.837 3.753 2.724 0.2390
H 0.664 3.328 3.561 0.2217
H 0.722 4.429 2.122 0.2240
H -3.929 -0.314 2.700 0.2352
H -4.297 1.315 2.076 0.2423
H -4.976 0.299 -0.185 0.1831
H -5.839 -0.458 1.109 0.2107
H -4.807 -2.307 -0.008 0.4113
```

Gap between HOMO and LUMO   8.3905 eV
HOMO   -8.144 eV
Max |F|   0.069 Eh/bohr
ΔE to the lowest compared entry with this formula, charge and spin   4.0 kcal/mol
Total charge   0
SMILES string   CSc1nn2c(Nc3cc(Cl)cc(Cl)c3)c3c(nc2c1C)CCNC3=O

***

(2)
DFT (wB97M-V/def2-TZVPD) results for 2 unconnected molecules or ions with the total composition C17H15F3N2 at a distorted geometry.

XYZ file:
```
37
Properties=species:S:1:pos:R:3:nbo_charge:R:1
F 4.811 2.633 1.809 -0.3345
C 4.500 1.455 2.432 0.9822
F 5.210 0.466 1.813 -0.3343
F 4.977 1.546 3.720 -0.3372
C 3.026 1.186 2.408 -0.2339
C 2.566 -0.132 2.416 -0.1690
C 1.206 -0.373 2.340 -0.2495
C 0.271 0.706 2.251 -0.0102
C -1.108 0.488 2.056 -0.5527
C -2.040 1.507 2.165 0.2510
N -2.905 2.309 2.194 -0.4385
C 0.782 2.033 2.353 -0.2175
C 2.147 2.264 2.410 -0.1694
H 3.275 -0.954 2.479 0.2253
H 0.827 -1.399 2.348 0.2032
H -1.469 -0.527 1.890 0.2284
H 0.097 2.883 2.352 0.2144
H 2.531 3.280 2.455 0.2245
C 0.008 0.894 -2.503 -0.4220
N -1.149 0.323 -1.783 -0.3424
C -1.635 -0.995 -2.128 0.1065
C -2.489 -1.180 -3.227 -0.2135
C -2.924 -2.467 -3.566 -0.1966
C -2.484 -3.578 -2.838 -0.1951
C -1.595 -3.395 -1.773 -0.1845
C -1.183 -2.109 -1.405 -0.2147
C -1.576 1.016 -0.755 0.0668
H 0.397 0.145 -3.194 0.2307
H -0.286 1.800 -3.049 0.2206
H 0.784 1.171 -1.776 0.2343
H -2.817 -0.309 -3.804 0.2288
H -3.612 -2.600 -4.401 0.2278
H -2.833 -4.581 -3.099 0.2280
H -1.225 -4.255 -1.216 0.2278
H -0.499 -1.951 -0.563 0.2395
H -2.474 0.702 -0.217 0.2479
H -1.113 1.996 -0.593 0.2279
```

Gap between HOMO and LUMO   5.5128 eV
HOMO   -6.480 eV
Max |F|   0.049 Eh/bohr
ΔE to the lowest compared entry with this formula, charge and spin   50.8 kcal/mol
Total charge   0

***

(3)
DFT (wB97M-V/def2-TZVPD) results for a molecular structure, C17H15F5IrN5S2.

XYZ file:
```
45
Properties=species:S:1:pos:R:3:nbo_charge:R:1
Ir -0.512 -0.183 0.104 0.7832
C 2.018 -3.690 0.170 -0.6922
C 1.377 -2.352 0.060 0.3296
N 0.226 -2.015 0.524 -0.2317
N -0.563 -2.857 1.271 -0.4137
C -1.744 -2.400 1.750 0.3355
N -2.486 -3.236 2.450 -0.7165
S -2.265 -0.783 1.520 0.0241
C 2.072 -1.248 -0.669 0.1406
C 3.291 -1.413 -1.283 -0.1839
C 3.873 -0.326 -1.935 -0.1015
C 3.223 0.890 -1.928 -0.2055
C 1.994 0.989 -1.288 0.1084
N 1.428 -0.052 -0.683 -0.4716
H 1.466 -4.408 0.770 0.2327
H 3.019 -3.604 0.593 0.2766
H 2.114 -4.111 -0.835 0.2815
H -0.249 -3.801 1.436 0.4202
H -2.252 -4.209 2.580 0.4266
H -3.381 -2.926 2.798 0.4476
H 3.787 -2.372 -1.263 0.2516
H 4.826 -0.438 -2.435 0.2606
H 3.646 1.760 -2.411 0.2640
H 1.450 1.923 -1.251 0.2296
F -2.619 -0.283 -1.695 -0.3150
C -1.478 -0.968 -1.476 0.5642
F -1.827 -2.259 -1.224 -0.3365
C -0.719 -1.015 -2.832 0.9038
F -1.542 -1.310 -3.817 -0.2720
F -0.143 0.170 -3.097 -0.3236
F 0.246 -1.943 -2.773 -0.3173
S -1.986 3.961 -1.212 0.5687
C -1.514 2.339 -1.319 -0.0987
N -1.118 1.779 -0.204 -0.5148
C -1.164 2.692 0.859 0.1635
C -0.780 2.448 2.180 -0.2611
C -0.887 3.476 3.089 -0.1575
C -1.365 4.738 2.703 -0.1761
C -1.736 4.992 1.403 -0.1796
C -1.626 3.950 0.481 -0.2533
H -1.555 1.814 -2.259 0.2587
H -0.410 1.477 2.490 0.2124
H -0.598 3.310 4.117 0.2403
H -1.440 5.526 3.440 0.2477
H -2.099 5.965 1.103 0.2503
```

Gap between HOMO and LUMO   7.0205 eV
HOMO   -14.557 eV
Max |F|   0.015 Eh/bohr
ΔE to the lowest compared entry with this formula, charge and spin   0.0 kcal/mol
Total charge   +2

***

(4)
DFT (wB97M-V/def2-TZVPD) results for a gas-phase ion, C17H15N2O5 (charge -1) at a distorted geometry.

XYZ file:
```
39
Properties=species:S:1:pos:R:3:nbo_charge:R:1
C -1.700 -2.964 5.501 -0.2539
O -1.211 -3.782 4.422 -0.5029
C -1.111 -3.237 3.187 0.2882
C -0.640 -4.096 2.164 -0.2590
C -0.605 -3.658 0.874 -0.1937
C -1.018 -2.329 0.599 -0.0005
C -0.883 -1.586 -0.844 -0.1926
C -2.340 -1.350 -1.365 -0.5161
C -3.587 -1.466 -0.731 0.7560
O -3.951 -2.260 0.081 -0.6392
O -4.491 -0.521 -1.149 -0.5437
C -4.079 0.422 -2.088 0.5343
C -3.210 1.533 -1.510 -0.6649
C -5.332 1.028 -2.754 -0.6193
O -3.386 -0.245 -3.187 -0.5334
C -2.378 -1.058 -2.771 0.7583
O -1.510 -1.486 -3.613 -0.7043
C 0.030 -2.303 -1.723 -0.4582
C 1.217 -2.674 -0.922 0.3207
N 2.224 -2.927 -0.419 -0.3372
C 0.528 -1.458 -2.837 0.3772
N 1.278 -0.753 -3.435 -0.3884
C -1.517 -1.502 1.585 -0.1804
C -1.502 -1.931 2.879 -0.2699
H -1.696 -3.635 6.362 0.1916
H -1.038 -2.105 5.688 0.1753
H -2.722 -2.603 5.306 0.1809
H -0.336 -5.109 2.412 0.2151
H -0.213 -4.315 0.075 0.2190
H -0.528 -0.522 -0.866 0.2158
H -2.308 1.142 -1.023 0.2327
H -2.906 2.227 -2.304 0.2175
H -3.797 2.088 -0.768 0.2084
H -5.937 0.213 -3.176 0.2251
H -5.910 1.557 -1.987 0.2065
H -5.039 1.724 -3.554 0.2134
H -0.616 -3.136 -2.175 0.3094
H -1.844 -0.516 1.292 0.2122
H -1.865 -1.259 3.626 0.2001
```

Gap between HOMO and LUMO   7.0015 eV
HOMO   -4.271 eV
Max |F|   0.091 Eh/bohr
ΔE to the lowest compared entry with this formula, charge and spin   15.7 kcal/mol
Total charge   -1
SMILES string   COc1ccc([C@H](C2=C([O-])OC(C)(C)OC2=O)C(C#N)C#N)cc1

***

(5)
DFT (wB97M-V/def2-TZVPD) results for a molecular structure, C17H15N2OsPSe2Te2.

XYZ file:
```
40
Properties=species:S:1:pos:R:3:nbo_charge:R:1
Os -1.923 -1.221 -0.384 0.6420
N -0.404 1.585 -0.583 -0.8907
P 0.121 0.074 -1.204 1.1464
C 1.837 0.462 -1.659 -0.4003
C 2.434 -0.311 -2.651 -0.1833
C 3.780 -0.137 -2.932 -0.1875
C 4.516 0.813 -2.238 -0.1529
C 3.908 1.602 -1.270 -0.2009
C 2.568 1.429 -0.968 -0.1539
C 0.396 -0.912 0.356 -0.5094
C 0.417 -0.365 1.653 -0.1078
C 0.786 -1.154 2.724 -0.2142
C 1.134 -2.490 2.535 -0.1122
C 1.143 -3.039 1.261 -0.2150
C 0.781 -2.256 0.175 -0.1605
C -1.550 1.749 0.144 0.4142
C -1.983 3.013 0.562 -0.2625
C -3.066 3.108 1.400 -0.0827
C -3.710 1.942 1.834 -0.2565
C -3.273 0.744 1.346 0.0588
N -2.224 0.637 0.494 -0.5523
H -0.028 2.415 -1.020 0.4461
H 1.851 -1.036 -3.206 0.2265
H 4.253 -0.732 -3.701 0.2421
H 5.569 0.939 -2.450 0.2430
H 4.486 2.352 -0.747 0.2403
H 2.115 2.021 -0.184 0.2110
H 0.183 0.679 1.817 0.2228
H 0.819 -0.721 3.716 0.2472
H 1.408 -3.101 3.384 0.2486
H 1.441 -4.068 1.108 0.2495
H 0.848 -2.671 -0.825 0.2378
H -1.452 3.891 0.219 0.2493
H -3.424 4.075 1.729 0.2561
H -4.537 1.980 2.527 0.2592
H -3.756 -0.184 1.629 0.2196
Se -3.750 -0.732 -1.898 -0.1019
Te -5.586 -2.174 -1.077 0.4089
Te -4.218 -4.522 -0.860 0.4866
Se -1.913 -3.684 -0.755 -0.2115
```

Spin multiplicity   5
Expectation value of S²   6.0370
Gap between HOMO and LUMO (spin up / spin down)   6.5714 / 5.6617 eV
HOMO (spin up / spin down)   -13.917 / -14.604 eV
Max |F|   0.017 Eh/bohr
ΔE to the lowest compared entry with this formula, charge and spin   3.6 kcal/mol
Total charge   +2